{"formula": "CH5PS2", "method": "ωB97M-V with the def2-TZVPD basis set", "e_homo_ha": [-0.28607, -0.28265], "orbital_gap_ev": [6.989, 7.757], "e_lumo_ev": [-0.795, 0.066], "multiplicity": 1, "e_above_lowest_kcal_mol": 88.7, "species": ["C", "P", "S", "S", "H", "H", "H", "H", "H"], "coordinates": [[-0.2493, 0.1241, -1.5532], [-0.0979, -0.2673, 1.6819], [-1.4778, -0.9770, -2.1525], [1.2007, 1.1814, 2.2372], [0.4270, -0.4510, -0.9416], [-0.5037, 1.0613, -1.1399], [-1.0266, 0.7692, 1.5755], [-0.6652, -2.0665, -2.1206], [2.3927, 0.6259, 2.4133]], "forces_ev_per_angstrom": [[-0.3, -2.0, 0.3], [-0.2, -1.2, -0.1], [0.6, 0.3, 0.0], [0.5, 1.7, 0.4], [0.7, 0.3, -0.2], [-0.5, 1.0, -0.1], [-0.5, 0.1, -0.1], [-0.4, 0.4, -0.1], [0.1, -0.7, -0.1]], "mulliken_charge": [-0.6038, 0.0124, -0.1216, -0.2001, 0.2151, 0.3603, 0.0485, 0.1395, 0.1498]}